# 1
{"formula": "C27H24N6PbSe2", "method": "the ωB97M-V functional and the def2-TZVPD basis", "charge": 0, "orbital_gap_ha": 0.243, "e_above_lowest_kj_mol": 156.3, "elements": ["Pb", "C", "C", "C", "C", "C", "C", "C", "H", "H", "H", "H", "H", "H", "H", "H", "Se", "Se", "C", "C", "C", "C", "C", "N", "C", "C", "C", "C", "C", "N", "H", "H", "H", "H", "H", "H", "H", "H", "N", "C", "H", "C", "C", "C", "C", "C", "C", "C", "H", "H", "H", "H", "H", "H", "H", "N", "C", "N", "C", "N"], "coordinates": [[-0.2452, -0.3039, -0.0041], [3.9035, 0.5774, -1.8851], [2.9794, 1.2601, -0.9092], [2.9076, 0.8409, 0.4164], [2.0799, 1.4854, 1.3279], [1.3109, 2.5714, 0.9220], [1.3687, 2.9936, -0.4009], [2.1949, 2.3412, -1.3059], [4.1174, -0.4457, -1.5755], [4.8552, 1.1101, -1.9411], [3.4755, 0.5643, -2.8879], [3.5084, -0.0006, 0.7410], [2.0448, 1.1601, 2.3600], [0.6867, 3.0841, 1.6428], [0.7721, 3.8367, -0.7278], [2.2346, 2.6765, -2.3361], [-2.8927, -2.3252, -2.7281], [-2.8146, -0.2932, -3.7956], [-3.2141, 0.9764, -2.4103], [-4.3213, 1.7912, -2.5982], [-4.4799, 2.8854, -1.7557], [-3.5257, 3.1136, -0.7734], [-2.4793, 2.2071, -0.6551], [-2.3318, 1.1556, -1.4552], [-1.0090, -2.7705, -2.5697], [-0.6258, -4.0937, -2.7493], [0.7216, -4.4000, -2.6316], [1.6265, -3.3898, -2.3443], [1.1341, -2.1073, -2.1664], [-0.1614, -1.7973, -2.2747], [-5.0271, 1.5769, -3.3876], [-5.3277, 3.5480, -1.8721], [-3.5844, 3.9686, -0.1143], [-1.7177, 2.3376, 0.1102], [-1.3608, -4.8565, -2.9693], [1.0668, -5.4173, -2.7644], [2.6835, -3.5983, -2.2397], [1.7964, -1.2832, -1.9132], [-1.9539, -3.4604, 0.5063], [-1.6353, -2.4648, 0.0172], [-2.2304, -4.3279, 0.9145], [-1.5705, -0.2468, 1.9795], [-1.0097, 0.6631, 3.0077], [-0.0393, 0.2119, 3.9120], [0.5316, 1.0651, 4.8428], [0.1470, 2.3998, 4.9066], [-0.8299, 2.8598, 4.0350], [-1.4019, 2.0027, 3.1044], [-2.5664, 0.0704, 1.6609], [-1.6189, -1.2659, 2.3593], [0.2653, -0.8287, 3.8727], [1.2784, 0.6850, 5.5294], [0.5955, 3.0667, 5.6309], [-1.1500, 3.8941, 4.0804], [-2.1849, 2.3695, 2.4478], [3.8145, -4.7100, -1.5295], [3.3198, -4.2694, -0.5798], [2.7720, -3.8220, 0.5296], [1.9432, -2.8716, 0.6273], [1.1735, -2.0002, 0.7666]], "atomic_forces_ev_per_a": [[0.0, 1.1, 0.2], [0.0, 0.1, 0.1], [0.0, 0.0, 0.0], [0.0, 0.0, 0.1], [0.1, 0.2, 0.0], [0.1, 0.0, 0.0], [0.0, 0.0, 0.0], [0.0, 0.0, 0.0], [0.0, 0.0, 0.0], [0.0, 0.0, 0.0], [0.0, 0.0, 0.0], [0.0, 0.0, 0.0], [0.0, 0.0, 0.0], [0.0, 0.0, 0.0], [0.0, 0.0, 0.0], [0.0, 0.0, 0.0], [0.0, -0.2, -0.1], [-0.1, -0.1, -0.3], [-0.2, -0.1, -0.5], [-0.1, 0.2, 0.1], [0.1, -0.1, 0.0], [0.0, -0.1, -0.1], [-0.2, 0.1, 0.2], [0.3, 0.2, 0.6], [0.1, 0.1, -0.4], [-0.1, 0.1, 0.0], [0.0, 0.0, 0.1], [-0.5, 0.8, -0.8], [-0.3, -0.2, -0.5], [0.1, -0.4, -0.4], [0.0, 0.0, 0.0], [0.0, 0.0, 0.0], [0.0, 0.0, 0.0], [0.0, 0.0, 0.0], [0.0, 0.0, -0.1], [0.0, 0.0, 0.0], [-0.9, 0.5, -0.9], [0.0, 0.0, 0.0], [-0.2, -0.4, 0.1], [-0.1, 0.1, 0.6], [0.0, 0.0, 0.0], [0.1, 0.1, 0.3], [-0.1, -0.1, -0.1], [0.0, 0.0, 0.0], [0.0, 0.0, 0.0], [0.0, 0.0, 0.0], [0.0, 0.0, 0.0], [0.0, 0.0, 0.0], [0.0, 0.0, 0.0], [0.0, 0.0, 0.0], [0.0, 0.0, 0.0], [0.0, 0.0, 0.0], [0.0, 0.0, 0.0], [0.0, 0.0, 0.0], [0.0, 0.0, 0.0], [1.0, -0.7, 0.6], [0.5, -0.4, 1.3], [0.6, -0.7, -0.1], [-0.4, 0.6, -0.3], [0.3, -0.4, 0.6]], "lowdin_charge": [1.261, -0.052, -0.303, -0.093, -0.127, -0.124, -0.102, -0.058, 0.074, 0.086, 0.080, 0.115, 0.100, 0.094, 0.104, 0.115, 0.642, 0.669, -0.674, -0.104, -0.052, -0.043, -0.155, -0.014, -0.713, -0.104, -0.030, -0.084, -0.180, -0.083, 0.097, 0.111, 0.108, 0.078, 0.100, 0.116, 0.030, 0.081, 0.194, -0.184, 0.111, -0.304, -0.352, -0.076, -0.101, -0.108, -0.108, -0.087, 0.039, 0.024, 0.111, 0.101, 0.095, 0.100, 0.096, 0.115, -0.400, 0.108, -0.357, 0.015]}

# 2
{"formula": "C69H64Br2F3I2O8PSi", "method": "the ωB97M-V functional and the def2-TZVPD basis", "charge": 0, "orbital_gap_ha": 0.291, "e_above_lowest_kj_mol": 0.0, "elements": ["C", "C", "O", "O", "C", "C", "C", "C", "C", "P", "C", "C", "C", "F", "C", "Br", "C", "C", "Br", "C", "I", "C", "C", "I", "C", "F", "F", "C", "C", "Si", "C", "C", "C", "C", "C", "C", "C", "C", "H", "H", "H", "H", "H", "H", "H", "H", "H", "H", "H", "H", "H", "H", "H", "H", "H", "H", "H", "H", "H", "H", "H", "H", "H", "H", "H", "H", "H", "H", "H", "H", "H", "H", "H", "H", "H", "H", "H", "H", "C", "C", "C", "C", "C", "C", "C", "O", "C", "C", "C", "C", "C", "C", "C", "O", "H", "H", "H", "H", "H", "H", "H", "H", "C", "C", "C", "C", "C", "C", "C", "O", "C", "C", "C", "C", "C", "C", "C", "O", "H", "H", "H", "H", "H", "H", "H", "H", "C", "C", "C", "C", "C", "C", "C", "O", "C", "C", "C", "C", "C", "C", "C", "O", "H", "H", "H", "H", "H", "H", "H", "H"], "coordinates": [[1.2452, -5.1464, 3.9334], [1.9865, -4.0958, 4.7018], [2.5640, -4.3335, 5.7270], [2.0254, -2.8318, 4.1653], [1.1118, -1.9058, 4.8047], [-0.3473, -2.1831, 4.4036], [-1.1449, -0.8752, 4.1511], [-2.4279, -1.1824, 3.3647], [-3.1456, -0.2482, 2.3437], [-2.4847, 0.9544, 1.1469], [-1.0889, 0.0502, 0.2405], [-0.1471, -0.9278, 0.9418], [1.2164, -0.5551, 1.4769], [0.2012, -1.8138, -0.1380], [-1.1791, 1.9109, 2.2605], [0.4299, 2.5363, 1.3915], [-1.3271, 2.3078, 3.5238], [-2.5090, 2.0676, 4.4130], [-0.0027, 3.2989, 4.5017], [-3.6613, 0.4176, -0.3995], [-2.8141, 0.5296, -2.3933], [-4.9491, 0.0756, -0.4547], [-5.7302, -0.3150, -1.6851], [-6.2604, 0.1014, 1.2098], [-3.1991, 2.7759, 0.8163], [-3.6851, 2.9109, -0.4504], [-2.2098, 3.7290, 0.8742], [-4.2762, 3.2251, 1.8249], [-5.4528, 3.9966, 1.1894], [-6.6735, 4.4444, 2.5651], [-7.8014, 5.8674, 2.0927], [-5.7666, 4.9237, 4.1489], [-7.7710, 2.9713, 2.9896], [-8.7565, 2.5130, 2.1202], [-9.5236, 1.4143, 2.4196], [-9.3283, 0.7195, 3.5990], [-8.3721, 1.1709, 4.4840], [-7.6048, 2.2770, 4.1791], [1.5631, -6.1226, 4.2796], [0.1866, -5.0291, 4.1688], [1.3612, -5.0366, 2.8585], [1.2701, -2.0109, 5.8781], [1.4331, -0.9194, 4.4895], [-0.8124, -2.6785, 5.2563], [-0.3298, -2.8170, 3.5210], [-1.3765, -0.5233, 5.1546], [-0.4560, -0.1637, 3.7141], [-2.2603, -2.1360, 2.8663], [-3.1865, -1.4345, 4.1069], [-3.9466, 0.2391, 2.8885], [-3.6911, -0.9420, 1.7076], [-1.6942, -0.6981, -0.2623], [-0.5836, 0.6695, -0.4874], [-0.6526, -1.6204, 1.6083], [1.2398, 0.0551, 2.3720], [1.7846, -0.0402, 0.7052], [1.7528, -1.4801, 1.6823], [-2.3071, 1.2519, 5.1068], [-3.4683, 1.8929, 3.9479], [-2.6374, 2.9343, 5.0611], [-6.7438, -0.6120, -1.4304], [-5.8056, 0.5239, -2.3736], [-5.2637, -1.1631, -2.1808], [-4.7102, 2.4260, 2.4261], [-3.8111, 3.9249, 2.5153], [-6.0018, 3.3622, 0.4939], [-5.0688, 4.8941, 0.7081], [-8.6235, 5.9297, 2.8062], [-8.2426, 5.7764, 1.1009], [-7.2630, 6.8146, 2.1504], [-6.4710, 5.2540, 4.9084], [-5.1643, 4.0952, 4.5201], [-5.0847, 5.7426, 3.9111], [-8.8959, 3.0409, 1.1837], [-10.2708, 1.0586, 1.7223], [-9.9296, -0.1545, 3.8015], [-8.2158, 0.6304, 5.4083], [-6.8524, 2.5814, 4.8955], [4.5663, 2.0606, -6.6766], [4.3788, 3.3518, -7.1590], [4.0627, 4.3804, -6.2880], [3.9224, 4.1208, -4.9305], [4.0913, 2.8207, -4.4495], [4.4226, 1.7949, -5.3257], [3.9041, 2.5080, -3.0046], [4.0561, 1.3804, -2.5844], [3.5155, 3.6200, -2.0924], [3.2804, 3.3430, -0.7519], [2.9250, 4.3639, 0.1122], [2.8117, 5.6692, -0.3546], [3.0438, 5.9509, -1.6899], [3.3871, 4.9274, -2.5653], [3.5972, 5.2440, -4.0062], [3.5002, 6.3816, -4.4165], [4.8207, 1.2599, -7.3584], [4.4812, 3.5547, -8.2169], [3.9204, 5.3874, -6.6550], [4.5618, 0.7930, -4.9440], [3.3708, 2.3261, -0.3939], [2.7354, 4.1457, 1.1548], [2.5358, 6.4650, 0.3246], [2.9533, 6.9618, -2.0624], [-1.9468, 3.0688, -7.1478], [-2.1728, 2.1777, -6.1038], [-1.9926, 0.8192, -6.2991], [-1.5961, 0.3424, -7.5418], [-1.3886, 1.2354, -8.5952], [-1.5563, 2.5995, -8.3903], [-1.0031, 0.7466, -9.9489], [-0.8160, 1.5215, -10.8633], [-0.8603, -0.7234, -10.1487], [-0.5524, -1.2075, -11.4140], [-0.4036, -2.5689, -11.6155], [-0.5541, -3.4533, -10.5523], [-0.8653, -2.9770, -9.2903], [-1.0273, -1.6127, -9.0851], [-1.3922, -1.1220, -7.7260], [-1.5238, -1.8921, -6.7984], [-2.0800, 4.1310, -6.9908], [-2.4886, 2.5454, -5.1356], [-2.1627, 0.1233, -5.4888], [-1.3830, 3.2856, -9.2077], [-0.4334, -0.5143, -12.2350], [-0.1682, -2.9444, -12.6026], [-0.4310, -4.5165, -10.7110], [-0.9874, -3.6584, -8.4598], [6.4429, -3.0844, 5.5040], [5.4248, -3.7592, 4.8382], [5.6812, -4.9825, 4.2434], [6.9546, -5.5330, 4.3016], [7.9812, -4.8445, 4.9531], [7.7173, -3.6234, 5.5612], [9.3647, -5.3917, 4.9936], [10.2578, -4.8002, 5.5637], [9.6258, -6.6887, 4.3056], [10.9194, -7.1949, 4.2842], [11.1784, -8.4035, 3.6611], [10.1449, -9.1167, 3.0627], [8.8548, -8.6150, 3.0771], [8.5915, -7.3968, 3.6909], [7.2015, -6.8581, 3.6696], [6.3003, -7.4819, 3.1483], [6.2395, -2.1327, 5.9774], [4.4420, -3.3252, 4.7857], [4.8949, -5.5175, 3.7281], [8.5135, -3.1014, 6.0735], [11.7171, -6.6368, 4.7545], [12.1875, -8.7938, 3.6417], [10.3487, -10.0643, 2.5815], [8.0469, -9.1614, 2.6108]], "atomic_forces_ev_per_a": [[-0.1, 0.2, -0.1], [0.6, -0.2, 0.4], [-0.3, 0.1, 0.0], [-0.6, -0.1, -0.3], [0.2, -0.4, 0.0], [0.3, 0.8, 0.5], [0.5, -0.8, 0.3], [0.4, 0.0, 0.0], [-0.6, -0.3, 0.6], [2.2, 0.5, -1.7], [-0.9, -0.8, 1.0], [1.0, -0.5, -0.5], [0.3, 0.0, -0.1], [-0.2, 0.2, 0.1], [0.5, 0.3, 0.9], [-0.6, -0.1, -0.2], [-0.3, -0.1, -0.1], [0.0, 0.2, 0.9], [-0.1, -0.2, -0.1], [-0.8, -0.3, 0.1], [0.0, 0.1, 0.3], [0.2, -0.1, -0.3], [-0.4, -0.1, 0.2], [-0.1, 0.0, 0.1], [-0.5, 0.8, 0.3], [0.1, -0.3, 0.2], [-0.1, -0.3, -0.1], [-0.6, 0.3, -0.1], [0.1, -0.2, 0.7], [-0.4, 0.3, 0.3], [0.1, 0.0, 0.0], [0.1, -0.1, -0.7], [0.3, 0.1, -0.1], [0.2, 0.6, -0.3], [-0.5, -0.4, -0.3], [-0.1, 0.0, -0.1], [0.0, -0.5, 0.4], [0.3, 0.1, 0.3], [0.1, -0.1, -0.1], [-0.1, 0.0, -0.1], [0.1, 0.0, 0.0], [-0.1, 0.2, 0.1], [0.1, 0.1, -0.1], [-0.2, -0.5, -0.3], [-0.1, -0.1, -0.1], [-0.1, 0.4, -0.1], [-0.2, 0.2, -0.4], [0.1, 0.0, -0.3], [-0.2, 0.1, 0.0], [0.0, 0.3, -0.1], [0.0, 0.0, -0.2], [0.0, 0.2, -0.5], [0.1, 0.0, 0.0], [-0.3, 0.4, 0.3], [-0.2, 0.1, 0.1], [-0.1, 0.1, -0.1], [-0.1, -0.1, 0.1], [0.0, -0.1, -0.1], [0.1, -0.1, -0.4], [-0.1, 0.1, -0.1], [0.0, 0.0, 0.0], [0.1, 0.0, -0.1], [0.2, 0.1, -0.2], [0.3, -0.3, -0.2], [0.4, -0.2, 0.1], [0.1, 0.1, -0.3], [-0.2, 0.0, -0.3], [0.0, 0.0, 0.1], [0.0, 0.0, -0.1], [0.0, 0.0, -0.1], [0.0, 0.0, 0.1], [0.0, 0.0, 0.2], [0.0, 0.1, 0.1], [-0.2, -0.1, -0.1], [0.0, 0.1, -0.1], [0.0, -0.1, 0.1], [0.1, 0.1, 0.1], [0.0, 0.1, 0.0], [0.0, 0.0, 0.0], [0.0, 0.0, 0.0], [0.0, 0.0, -0.1], [0.0, -0.1, 0.1], [0.0, 0.1, 0.0], [0.0, -0.1, -0.1], [0.0, -0.2, 0.1], [0.0, 0.0, 0.0], [0.0, 0.1, -0.1], [0.0, 0.0, 0.1], [0.1, 0.1, 0.0], [0.0, 0.0, 0.0], [-0.1, 0.0, 0.1], [0.0, -0.1, 0.0], [0.0, 0.2, -0.1], [0.0, 0.0, 0.0], [0.0, 0.0, 0.0], [0.0, 0.0, 0.0], [0.0, 0.0, 0.1], [0.0, 0.0, 0.1], [0.0, 0.0, -0.1], [0.0, 0.0, 0.0], [0.0, 0.0, 0.0], [0.0, 0.0, -0.1], [0.0, 0.0, 0.0], [0.0, 0.0, 0.0], [0.0, 0.1, 0.1], [0.0, 0.0, -0.1], [0.0, -0.1, 0.0], [0.0, 0.1, 0.1], [0.0, 0.1, -0.1], [0.0, 0.0, 0.0], [0.0, 0.0, 0.1], [0.0, -0.1, -0.1], [0.0, 0.0, 0.0], [0.0, 0.0, 0.0], [0.0, -0.1, -0.1], [0.0, 0.1, 0.0], [0.0, -0.1, 0.2], [0.0, 0.0, 0.0], [0.0, 0.0, 0.0], [0.0, 0.0, 0.0], [0.0, -0.1, -0.1], [0.0, -0.1, -0.1], [0.0, 0.1, 0.1], [0.0, 0.0, 0.0], [0.0, 0.0, 0.0], [0.0, 0.1, 0.1], [0.0, -0.1, 0.0], [0.3, 0.1, 0.0], [-0.1, 0.1, 0.0], [0.1, 0.0, 0.0], [0.0, -0.1, 0.0], [-0.1, 0.1, 0.0], [0.1, 0.1, 0.1], [0.0, 0.0, 0.0], [-0.1, 0.0, 0.0], [0.1, -0.1, 0.0], [0.0, 0.0, 0.0], [0.0, 0.0, 0.0], [0.1, -0.1, 0.0], [0.0, 0.1, 0.0], [-0.1, -0.1, -0.1], [0.0, 0.0, 0.0], [0.0, 0.0, 0.0], [0.0, 0.1, 0.0], [0.1, -0.1, 0.0], [0.1, -0.1, 0.0], [-0.1, 0.1, 0.0], [0.0, 0.0, 0.0], [0.0, 0.0, 0.0], [-0.1, 0.1, 0.0]], "lowdin_charge": [0.026, -0.537, 0.121, -0.055, -0.144, -0.158, -0.205, -0.182, -0.317, 0.936, -0.325, -0.355, -0.078, -0.064, -0.704, 0.835, -0.814, -0.156, 0.721, -0.712, 1.038, -0.833, -0.268, 1.126, -0.517, -0.015, -0.012, -0.207, -0.218, 0.586, -0.171, -0.168, -0.284, -0.151, -0.123, -0.101, -0.097, -0.118, 0.091, 0.086, 0.095, 0.128, 0.115, 0.122, 0.101, 0.104, 0.072, 0.096, 0.120, 0.008, 0.035, 0.019, 0.039, 0.110, 0.037, 0.070, 0.084, 0.068, 0.045, 0.062, 0.026, 0.058, 0.056, 0.046, 0.105, 0.066, 0.091, 0.035, 0.030, 0.031, 0.042, 0.013, 0.041, 0.107, 0.107, 0.105, 0.104, 0.091, -0.057, -0.057, -0.003, -0.083, -0.082, -0.001, -0.276, 0.109, -0.078, -0.017, -0.108, -0.049, 0.001, -0.081, -0.277, 0.105, 0.107, 0.107, 0.120, 0.121, 0.115, 0.069, 0.110, 0.120, -0.053, -0.060, -0.013, -0.080, -0.083, -0.001, -0.278, 0.105, -0.083, -0.003, -0.058, -0.057, -0.002, -0.082, -0.276, 0.110, 0.108, 0.084, 0.076, 0.120, 0.120, 0.107, 0.107, 0.120, -0.043, -0.044, 0.010, -0.081, -0.085, -0.002, -0.278, 0.104, -0.082, -0.004, -0.059, -0.059, -0.004, -0.083, -0.277, 0.104, 0.109, 0.078, 0.119, 0.119, 0.120, 0.106, 0.106, 0.119]}